a | ORCA calculation (wB97M-V/def2-TZVPD) on an isolated molecule of C3H11N5.

Geometry (Å):
C (-2.344, -0.817, 0.682)
C (0.309, -0.167, -0.462)
C (2.763, -0.397, 0.191)
H (-1.772, -0.458, 1.525)
H (-2.369, -1.920, 0.565)
H (-3.386, -0.447, 0.976)
H (-2.714, -0.378, -1.230)
H (1.488, -1.803, -0.623)
H (2.907, 0.779, 0.225)
H (3.625, -0.970, -0.310)
H (2.723, -0.728, 1.259)
H (1.251, 1.259, 0.737)
H (-0.145, 2.329, -1.222)
H (-1.245, 1.969, -0.194)
N (-1.974, -0.105, -0.562)
N (-0.733, -0.652, -1.033)
N (1.551, -0.782, -0.522)
N (0.351, 1.064, 0.225)
N (-0.285, 2.223, -0.228)

**HOMO-LUMO gap**: 8.7 eV
**SMILES**: CN/N=C(/NC)NN
**M**: 117.2 Da
**HOMO**: -0.288 Eh

Now the Löwdin charges, all in e: number 1, C, carries -0.143; number 2, C, carries -0.449; number 3, C, carries -0.125; number 4, H, carries 0.053; number 5, H, carries 0.073; number 6, H, carries 0.090; number 7, H, carries 0.104; number 8, H, carries 0.130; number 9, H, carries 0.108; number 10, H, carries 0.101; number 11, H, carries 0.078; number 12, H, carries 0.109; number 13, H, carries 0.074; number 14, H, carries 0.034; number 15, N, carries -0.171; number 16, N, carries 0.016; number 17, N, carries -0.032; number 18, N, carries -0.066; number 19, N, carries 0.017

=====

b | ORCA calculation (wB97M-V/def2-TZVPD) on a cluster of 2 separate species, C3H11N5 in total.

Geometry (Å):
C (1.445, 1.376, -0.454)
N (0.252, 2.109, -0.317)
C (1.902, -0.861, 0.476)
N (1.205, -0.181, -0.310)
H (-0.054, 2.057, 0.647)
H (-0.577, 1.563, -0.829)
H (1.832, 1.474, -1.471)
H (2.207, 1.688, 0.275)
H (1.673, -1.915, 0.627)
H (2.792, -0.480, 0.995)
C (-1.334, -0.716, 0.308)
N (-1.117, -2.046, 0.005)
N (-1.691, 0.081, -0.808)
N (-1.303, -0.321, 1.516)
H (-0.548, -2.190, -0.817)
H (-0.750, -2.542, 0.808)
H (-2.459, 0.719, -0.638)
H (-1.822, -0.438, -1.666)
H (-1.654, 0.623, 1.653)

**HOMO-LUMO gap**: 9.8 eV
**SMILES**: N=C(N)N.C=NCN
**M**: 117.2 Da
**HOMO**: -0.327 Eh

Now the Löwdin charges, all in e: number 1, C, carries -0.299; number 2, N, carries -0.033; number 3, C, carries -0.098; number 4, N, carries -0.034; number 5, H, carries 0.044; number 6, H, carries 0.080; number 7, H, carries 0.099; number 8, H, carries 0.101; number 9, H, carries 0.053; number 10, H, carries 0.070; number 11, C, carries -0.657; number 12, N, carries 0.102; number 13, N, carries 0.069; number 14, N, carries 0.105; number 15, H, carries 0.081; number 16, H, carries 0.086; number 17, H, carries 0.102; number 18, H, carries 0.095; number 19, H, carries 0.032

=====

Which one sits at the top of the stability order? b does.

=====

a | ORCA calculation (wB97M-V/def2-TZVPD) on an isolated molecule of CHClO2.

Geometry (Å):
C (-0.598, 0.393, -0.187)
O (-0.755, 1.276, -0.922)
O (0.993, 0.083, 0.016)
Cl (1.541, -1.259, 0.794)
H (-1.180, -0.493, 0.299)

**HOMO-LUMO gap**: 10.5 eV
**SMILES**: O=COCl
**M**: 80.5 Da
**HOMO**: -0.378 Eh

Now the Löwdin charges, all in e: number 1, C, carries -0.203; number 2, O, carries 0.145; number 3, O, carries -0.697; number 4, Cl, carries 0.591; number 5, H, carries 0.163

=====

b | ORCA calculation (wB97M-V/def2-TZVPD) on an isolated molecule of CHClO2.

Geometry (Å):
C (-0.358, -0.099, 0.708)
O (-0.717, 0.220, 1.793)
O (-0.619, -1.824, 0.408)
Cl (0.087, -2.486, -0.911)
H (-0.092, 0.557, -0.168)

**HOMO-LUMO gap**: 10.0 eV
**SMILES**: O=COCl
**M**: 80.5 Da
**HOMO**: -0.371 Eh

Now the Löwdin charges, all in e: number 1, C, carries -0.104; number 2, O, carries 0.117; number 3, O, carries -0.722; number 4, Cl, carries 0.559; number 5, H, carries 0.150

=====

Which one sits at the top of the stability order? a does.

=====

a | ORCA calculation (wB97M-V/def2-TZVPD) on a cluster of 3 separate species, C4H14O2 in total.

Geometry (Å):
C (0.461, -0.486, -0.998)
C (1.100, 0.722, -0.218)
C (0.159, 1.178, 0.875)
C (2.541, 0.506, 0.219)
H (-0.419, -0.951, -0.568)
H (0.265, -0.139, -2.012)
H (1.171, -1.314, -1.081)
H (1.081, 1.465, -1.014)
H (0.593, 1.556, 1.803)
H (-0.386, 0.341, 1.349)
H (-0.679, 1.770, 0.503)
H (3.157, -0.025, -0.493)
H (2.865, 1.487, 0.579)
H (2.554, -0.030, 1.179)
H (-2.249, -1.441, 1.712)
H (-2.878, -2.124, 0.581)
O (-2.297, -2.322, 1.320)
H (-2.452, -0.540, -1.843)
H (-1.957, 0.489, -0.900)
O (-2.628, -0.144, -0.993)

**HOMO-LUMO gap**: 11.6 eV
**SMILES**: CC(C)C.O.O
**M**: 94.2 Da
**HOMO**: -0.401 Eh

Now the Löwdin charges, all in e: number 1, C, carries -0.078; number 2, C, carries -0.466; number 3, C, carries -0.093; number 4, C, carries -0.083; number 5, H, carries 0.042; number 6, H, carries 0.070; number 7, H, carries 0.073; number 8, H, carries 0.112; number 9, H, carries 0.076; number 10, H, carries 0.070; number 11, H, carries 0.075; number 12, H, carries 0.073; number 13, H, carries 0.078; number 14, H, carries 0.081; number 15, H, carries 0.024; number 16, H, carries 0.013; number 17, O, carries -0.065; number 18, H, carries 0.047; number 19, H, carries -0.021; number 20, O, carries -0.027

=====

b | ORCA calculation (wB97M-V/def2-TZVPD) on a cluster of 3 separate species, C4H14O2 in total.

Geometry (Å):
C (1.319, 1.870, -0.214)
C (0.418, -1.956, -0.195)
C (1.218, -0.660, -0.532)
C (0.963, 0.504, 0.444)
H (2.277, 2.154, -0.732)
H (1.070, 2.639, 0.524)
H (0.555, 2.048, -0.965)
H (0.766, -2.675, -0.928)
H (-0.653, -1.833, -0.345)
H (0.660, -2.258, 0.829)
H (0.864, -0.336, -1.527)
H (2.301, -0.747, -0.600)
H (-0.108, 0.491, 0.640)
H (1.386, 0.488, 1.448)
H (-2.449, -0.833, 2.404)
H (-1.510, 0.024, 1.579)
O (-2.062, -0.759, 1.526)
H (-2.126, -0.146, -1.298)
H (-2.463, 1.228, -0.614)
O (-2.426, 0.759, -1.444)

**HOMO-LUMO gap**: 11.5 eV
**SMILES**: CCCC.O.O
**M**: 94.2 Da
**HOMO**: -0.401 Eh

Now the Löwdin charges, all in e: number 1, C, carries -0.116; number 2, C, carries -0.101; number 3, C, carries -0.258; number 4, C, carries -0.270; number 5, H, carries 0.089; number 6, H, carries 0.060; number 7, H, carries 0.054; number 8, H, carries 0.061; number 9, H, carries 0.046; number 10, H, carries 0.075; number 11, H, carries 0.106; number 12, H, carries 0.102; number 13, H, carries 0.053; number 14, H, carries 0.104; number 15, H, carries 0.047; number 16, H, carries 0.006; number 17, O, carries -0.048; number 18, H, carries 0.021; number 19, H, carries 0.020; number 20, O, carries -0.052

=====

Which one sits at the top of the stability order? b does.

=====

a | ORCA calculation (wB97M-V/def2-TZVPD) on a cluster of 2 separate species, C6H11O2 in total.

Geometry (Å):
C (-0.185, -1.495, -0.931)
C (-0.514, -1.784, 0.519)
C (-1.165, -2.931, 0.913)
C (-0.194, -0.696, 1.497)
H (-0.237, -0.391, -1.094)
H (-0.799, -2.100, -1.608)
H (0.891, -1.660, -1.060)
H (-1.469, -2.992, 1.966)
H (-1.411, -3.761, 0.240)
H (-0.371, -1.099, 2.521)
H (-0.784, 0.249, 1.337)
H (0.862, -0.325, 1.293)
O (1.296, 1.029, -0.323)
C (0.469, 1.866, -0.804)
O (-0.679, 1.606, -1.251)
C (0.958, 3.356, -0.799)
H (1.773, 3.420, -0.051)
H (1.443, 3.642, -1.771)
H (0.114, 4.066, -0.593)

**HOMO-LUMO gap**: 8.4 eV
**M**: 115.2 Da
**Charge**: -1
**HOMO**: -0.161 Eh

Now the Löwdin charges, all in e: number 1, C, carries -0.085; number 2, C, carries -0.414; number 3, C, carries -0.019; number 4, C, carries -0.101; number 5, H, carries 0.044; number 6, H, carries 0.067; number 7, H, carries 0.077; number 8, H, carries 0.028; number 9, H, carries 0.034; number 10, H, carries 0.064; number 11, H, carries 0.092; number 12, H, carries 0.080; number 13, O, carries -0.129; number 14, C, carries -0.744; number 15, O, carries -0.102; number 16, C, carries -0.062; number 17, H, carries 0.050; number 18, H, carries 0.059; number 19, H, carries 0.060

=====

b | ORCA calculation (wB97M-V/def2-TZVPD) on a cluster of 2 separate species, C6H11O2 in total.

Geometry (Å):
O (0.979, 1.321, 2.186)
C (0.860, 1.703, 1.026)
O (1.368, 2.569, 0.326)
C (-0.476, 0.787, 0.281)
C (0.104, -0.352, -0.400)
C (0.476, -1.564, 0.421)
C (-1.468, -2.616, -2.242)
C (-1.850, -1.363, -1.536)
H (-0.903, 1.551, -0.359)
H (-0.968, 0.530, 1.215)
H (0.986, -0.087, -0.995)
H (0.500, -2.460, -0.224)
H (-0.321, -1.702, 1.159)
H (1.416, -1.454, 0.960)
H (-1.844, -3.578, -1.917)
H (-1.643, -2.465, -3.308)
H (-2.021, -0.497, -2.157)
H (-2.305, -1.347, -0.554)
H (-0.686, -1.480, -1.346)

**HOMO-LUMO gap**: 6.6 eV
**M**: 115.2 Da
**Charge**: -1
**HOMO**: -0.100 Eh

Now the Löwdin charges, all in e: number 1, O, carries -0.052; number 2, C, carries -0.692; number 3, O, carries -0.041; number 4, C, carries -0.138; number 5, C, carries -0.253; number 6, C, carries -0.129; number 7, C, carries -0.179; number 8, C, carries -0.197; number 9, H, carries 0.085; number 10, H, carries 0.082; number 11, H, carries 0.121; number 12, H, carries 0.058; number 13, H, carries 0.077; number 14, H, carries 0.078; number 15, H, carries -0.013; number 16, H, carries -0.007; number 17, H, carries 0.076; number 18, H, carries 0.078; number 19, H, carries 0.045

=====

Which one sits at the top of the stability order? a does.

=====

a | ORCA calculation (wB97M-V/def2-TZVPD) on a structure of composition C2H3O3S.

Geometry (Å):
C (-0.108, 1.521, -0.852)
C (0.795, -0.652, 0.133)
O (-1.539, 0.291, 1.147)
O (-1.612, -0.787, -1.095)
O (1.388, 0.319, -0.499)
S (-0.846, -0.020, -0.132)
H (-0.118, 1.907, 0.210)
H (1.013, -1.787, -0.146)
H (1.027, -0.791, 1.235)

**HOMO-LUMO gap**: 8.5 eV
**M**: 107.1 Da
**Charge**: -1
**HOMO**: -0.162 Eh

Now the Löwdin charges, all in e: number 1, C, carries -0.060; number 2, C, carries -0.539; number 3, O, carries -0.438; number 4, O, carries -0.408; number 5, O, carries -0.292; number 6, S, carries 0.571; number 7, H, carries -0.034; number 8, H, carries 0.114; number 9, H, carries 0.086

=====

b | ORCA calculation (wB97M-V/def2-TZVPD) on a structure of composition C2H3O3S.

Geometry (Å):
C (-0.703, -0.603, -1.081)
C (0.180, 0.283, 0.570)
O (1.050, 2.755, -1.356)
O (-1.833, 1.757, -0.906)
O (0.443, -0.748, -0.256)
S (-0.545, 1.138, -0.919)
H (-0.576, -0.949, -2.172)
H (-0.581, -0.030, 1.304)
H (1.191, 0.715, 1.079)

**HOMO-LUMO gap (alpha / beta)**: 7.1 / 7.2 eV
**M**: 107.1 Da
**Charge**: -1
**HOMO (alpha / beta)**: -0.137 / -0.117 Eh

Now the Löwdin charges, all in e: number 1, C, carries -0.291; number 2, C, carries -0.373; number 3, O, carries -0.715; number 4, O, carries -0.493; number 5, O, carries -0.268; number 6, S, carries 0.838; number 7, H, carries 0.069; number 8, H, carries 0.088; number 9, H, carries 0.145

=====

Which one sits at the top of the stability order? a does.

=====

a | ORCA calculation (wB97M-V/def2-TZVPD) on a cluster of 2 separate species, F2HN in total.

Geometry (Å):
N (-0.327, -1.235, -0.474)
F (-1.154, -1.670, 0.495)
F (0.804, -1.888, -0.185)
H (-0.165, 0.098, 0.291)

**HOMO-LUMO gap**: 10.4 eV
**M**: 53.0 Da
**HOMO**: -0.397 Eh

Now the Löwdin charges, all in e: number 1, N, carries -0.053; number 2, F, carries -0.114; number 3, F, carries -0.075; number 4, H, carries 0.242

=====

b | ORCA calculation (wB97M-V/def2-TZVPD) on a cluster of 2 separate species, F2HN in total.

Geometry (Å):
N (0.350, -0.115, -0.374)
F (-1.774, 0.755, 0.082)
F (0.547, -1.267, 0.191)
H (0.877, 0.627, 0.100)

**HOMO-LUMO gap (alpha / beta)**: 10.7 / 8.4 eV
**M**: 53.0 Da
**HOMO (alpha / beta)**: -0.445 / -0.425 Eh

Now the Löwdin charges, all in e: number 1, N, carries 0.123; number 2, F, carries -0.160; number 3, F, carries -0.034; number 4, H, carries 0.071

=====

Which one sits at the top of the stability order? a does.